Record 1
DFT (the ωB97M-V functional and the def2-TZVPD basis) results for a 2-piece molecular cluster, C5H12S overall at a distorted geometry.

Computed properties:
HOMO-LUMO gap: 9.327 eV
net charge: 0
energy relative to the best compared isomer or geometry (same formula, charge and spin): 253.70 kJ/mol
SMILES string: C=CC.CSC
E_LUMO: 0.035 hartree
max |F|: 6.08 eV Å⁻¹
highest occupied orbital energy: -8.36 eV

Geometry as XYZ:
```
18
Properties=species:S:1:pos:R:3:forces:R:3:lowdin_charge:R:1
C -2.164092 1.911620 1.347527 1.3 1.9 -1.7 -0.517
S -2.458740 0.243525 1.864231 -1.0 -0.4 -0.8 0.689
C -1.792413 -0.599792 0.342408 1.7 -2.0 2.5 -0.423
H -1.878151 2.587432 2.149729 0.0 -0.4 0.6 0.009
H -2.982267 2.576089 0.809750 1.5 -2.0 0.5 0.078
H -1.157109 1.768910 0.769844 -2.0 1.0 0.4 0.050
H -2.348629 -1.593467 0.177363 1.1 1.5 0.4 0.054
H -1.791794 -0.055472 -0.574923 -0.2 0.7 -0.3 0.013
H -0.671553 -0.749881 0.729833 -2.4 -0.2 -1.6 0.040
C 2.410814 0.247178 -0.227185 1.1 -2.2 2.1 -0.124
C 1.929288 -0.631677 -1.251250 -1.2 -3.6 -4.8 -0.288
C 1.219226 -1.802317 -1.298645 0.2 0.6 3.7 -0.033
H 1.907187 -0.199487 0.664356 0.4 1.6 0.1 0.094
H 3.518915 0.223744 -0.058383 -0.7 -0.6 -0.2 0.099
H 2.298120 1.226284 -0.551930 -1.1 2.1 0.2 0.051
H 2.127718 -0.429313 -2.339969 0.4 0.6 1.1 0.102
H 1.036488 -2.354004 -2.191633 0.0 0.1 -0.7 0.026
H 0.796993 -2.369372 -0.361122 1.0 1.3 -1.6 0.080
```
Positions in Å, forces in eV/Å.

Record 2
DFT (the ωB97M-V functional and the def2-TZVPD basis) results for a 2-piece molecular cluster, C5H12S overall at a distorted geometry.

Computed properties:
HOMO-LUMO gap: 9.527 eV
net charge: 0
energy relative to the best compared isomer or geometry (same formula, charge and spin): 148.95 kJ/mol
SMILES string: C=CC.CSC
E_LUMO: 0.038 hartree
max |F|: 1.75 eV Å⁻¹
highest occupied orbital energy: -8.49 eV

Geometry as XYZ:
```
18
Properties=species:S:1:pos:R:3:forces:R:3:lowdin_charge:R:1
C 0.198502 -2.345621 -1.149104 1.1 -0.4 0.1 -0.434
S 0.552773 -0.803407 -2.052124 -0.9 -0.5 -0.1 0.712
C -0.410428 -1.159246 -3.582898 1.3 0.9 -0.1 -0.402
H 1.174378 -2.811390 -0.983903 -0.2 -0.1 0.2 0.021
H -0.364674 -3.066824 -1.730167 -0.2 0.2 -0.3 0.023
H -0.285906 -2.244304 -0.186531 -0.2 0.5 0.1 0.021
H 0.300971 -1.268482 -4.401461 0.0 -0.4 0.0 0.020
H -0.977477 -2.064687 -3.436971 -0.4 0.1 -0.1 0.019
H -0.952513 -0.258322 -3.858444 -0.6 -0.3 0.3 0.020
C 0.534440 0.926528 2.951024 0.0 0.6 0.5 -0.127
C -0.320665 1.686364 1.977199 1.7 -0.1 -0.4 -0.246
C -0.368357 3.012626 1.906497 -0.1 -0.4 -0.1 -0.016
H 1.428037 0.500842 2.500661 -0.1 -0.4 -0.2 0.069
H 0.892621 1.547761 3.769966 0.0 0.3 0.0 0.065
H -0.086502 0.178928 3.444278 0.2 -0.4 -0.2 0.068
H -0.590458 1.061825 1.131435 -1.3 0.1 0.2 0.085
H -1.096446 3.493824 1.276637 0.3 0.2 -0.5 0.043
H 0.371704 3.613585 2.423906 -0.6 0.1 0.6 0.057
```
Positions in Å, forces in eV/Å.

Record 3
DFT (the ωB97M-V functional and the def2-TZVPD basis) results for a 2-piece molecular cluster, C5H12S2 overall at a distorted geometry.

Computed properties:
HOMO-LUMO gap: 4.047 eV
net charge: 0
energy relative to the best compared isomer or geometry (same formula, charge and spin): 543.37 kJ/mol
E_LUMO: -0.137 hartree
max |F|: 2.44 eV Å⁻¹
highest occupied orbital energy: -7.77 eV

Geometry as XYZ:
```
19
Properties=species:S:1:pos:R:3:forces:R:3:lowdin_charge:R:1
C 1.121479 -1.234079 0.940143 -0.6 -1.1 -0.6 -0.384
C 0.730809 0.006900 1.650581 1.0 1.2 -0.4 -0.208
C 1.213780 -1.107482 -0.577940 0.3 -0.5 -0.6 -0.667
S 1.546953 0.451161 -1.300110 0.0 0.1 0.1 0.746
S -1.881995 -0.753003 0.661937 -0.3 0.4 -0.3 0.744
C -1.683655 0.194574 -0.800143 0.2 2.0 -1.4 -0.709
C -1.110348 1.709867 -0.844162 -1.0 0.6 -0.3 -0.210
H 2.107109 -1.504778 1.272678 0.4 -0.4 0.5 0.099
H 0.356576 -2.011777 1.191121 1.1 0.2 -0.3 0.083
H 0.625506 -0.263943 2.689438 -0.3 0.5 0.4 0.082
H 1.566659 0.708612 1.464475 -0.2 0.1 0.5 0.074
H -0.135132 0.575482 1.249881 0.1 -0.7 0.3 0.001
H 1.976954 -1.761346 -1.065452 -0.8 -0.2 0.5 0.075
H 0.220843 -1.386564 -0.987494 0.2 -0.3 0.1 0.047
H -2.687193 0.388359 -1.239215 0.3 -0.7 0.2 0.081
H -1.093157 -0.344464 -1.554051 -0.5 0.1 0.1 0.023
H -0.662819 1.890959 -1.839430 -0.3 -0.2 0.4 0.040
H -1.893336 2.523346 -0.768499 0.4 -1.3 0.3 0.082
H -0.319034 1.918175 -0.143758 -0.1 0.1 0.3 -0.001
```
Positions in Å, forces in eV/Å.

Record 4
DFT (the ωB97M-V functional and the def2-TZVPD basis) results for an isolated molecule of C5H12S2 at a distorted geometry.

Computed properties:
HOMO-LUMO gap: 8.908 eV
net charge: 0
energy relative to the best compared isomer or geometry (same formula, charge and spin): 52.01 kJ/mol
SMILES string: CCCSSCC
E_LUMO: 0.029 hartree
max |F|: 1.94 eV Å⁻¹
highest occupied orbital energy: -8.12 eV

Geometry as XYZ:
```
19
Properties=species:S:1:pos:R:3:forces:R:3:lowdin_charge:R:1
C 1.043276 1.797551 1.949599 -1.1 -0.7 -0.2 -0.323
C 1.633931 1.131238 3.176039 1.2 0.5 1.1 -0.135
C 1.128705 0.911912 0.677496 1.4 0.0 0.9 -0.594
S -0.506991 0.402563 0.172446 -0.3 -0.2 -0.4 0.523
S -0.173279 -0.118865 -1.808992 -0.8 0.2 0.0 0.495
C -0.806068 -1.843028 -1.923717 1.9 0.1 0.5 -0.601
C -2.041586 -2.170218 -1.128369 0.1 -0.3 0.9 -0.193
H 1.555553 2.743555 1.803101 0.0 0.1 -0.1 0.103
H -0.017387 2.005307 2.108337 0.0 0.3 0.1 0.074
H 2.717792 1.081061 3.016666 0.0 -0.3 0.1 0.075
H 1.320099 0.168885 3.577617 -0.5 -0.3 -1.0 0.074
H 1.537986 1.734113 4.084318 -0.1 0.5 -0.3 0.068
H 1.620151 1.414695 -0.147605 -0.1 0.2 -0.1 0.054
H 1.795807 0.090164 0.969197 -0.4 -0.3 -0.5 0.074
H -0.749954 -2.073796 -2.983293 -0.7 0.2 -0.2 0.060
H 0.057818 -2.385720 -1.528526 -0.3 -0.4 0.1 0.054
H -2.518868 -3.102153 -1.426035 -0.3 0.2 -0.5 0.073
H -2.734890 -1.347871 -0.972069 -0.3 0.0 -0.6 0.063
H -1.719207 -2.402629 -0.115953 0.2 0.1 0.2 0.055
```
Positions in Å, forces in eV/Å.

Record 5
DFT (the ωB97M-V functional and the def2-TZVPD basis) results for an isolated molecule of C5H12SSi at a distorted geometry.

Computed properties:
HOMO-LUMO gap: 8.667 eV
net charge: 0
energy relative to the best compared isomer or geometry (same formula, charge and spin): 176.32 kJ/mol
E_LUMO: 0.015 hartree
max |F|: 5.40 eV Å⁻¹
highest occupied orbital energy: -8.27 eV

Geometry as XYZ:
```
19
Properties=species:S:1:pos:R:3:forces:R:3:lowdin_charge:R:1
C 0.442171 -0.897088 0.624614 -2.8 0.5 0.6 -0.135
C 0.540794 1.514702 0.240409 0.3 0.4 2.2 -0.588
C 0.996560 0.156850 -0.268055 0.4 1.0 -0.5 -0.541
C 2.572503 0.179314 -0.288301 -0.7 -0.6 -0.5 -0.062
C -2.714998 -1.093558 -0.714011 5.3 -0.9 0.3 -0.275
Si -1.942423 -0.068263 0.682218 3.4 -1.7 -1.8 0.488
S -1.233491 1.907210 0.329169 -0.6 -0.6 -0.2 0.590
H 0.544417 -1.882389 0.158422 -0.3 0.0 0.6 0.059
H 0.710434 -0.798357 1.685032 0.3 -0.3 -0.5 0.046
H 0.930124 1.560675 1.293878 -0.4 0.1 -0.7 0.091
H 0.862845 2.437373 -0.200248 1.0 0.0 -0.9 0.045
H 0.576658 0.043034 -1.271564 0.3 -0.2 -0.2 0.124
H 3.038406 -0.586158 -0.973646 -0.6 0.8 0.8 0.094
H 2.945237 0.078229 0.728454 0.0 -0.4 0.1 0.072
H 2.867552 1.173350 -0.574592 0.4 0.3 -0.6 0.057
H -2.814612 -2.140362 -0.451393 -1.2 0.1 0.3 0.026
H -3.393553 -0.430009 -1.066033 -3.0 1.0 -1.4 -0.035
H -1.872727 -1.191960 -1.468887 -0.9 0.5 0.5 0.037
H -3.055899 0.037415 1.534535 -0.8 0.1 1.7 -0.091
```
Positions in Å, forces in eV/Å.

Record 6
DFT (the ωB97M-V functional and the def2-TZVPD basis) results for C5H12Se2 as an isolated structure at a distorted geometry.

Computed properties:
HOMO-LUMO gap (alpha / beta): 6.350 / 6.694 eV
net charge: 0
spin multiplicity: 3
energy relative to the best compared isomer or geometry (same formula, charge and spin): 84.42 kJ/mol
E_LUMO (alpha / beta): 0.027 / -0.025 hartree
max |F|: 5.92 eV Å⁻¹
highest occupied orbital energy (alpha / beta): -5.61 / -7.39 eV

Geometry as XYZ:
```
19
Properties=species:S:1:pos:R:3:forces:R:3:mulliken_spin:R:1
C -2.079562 1.210225 0.129767 -1.1 -2.9 -0.4 0.020
C 2.344514 -0.707622 1.505116 2.4 5.2 1.5 0.001
C -1.196890 -1.726982 -1.611766 2.9 0.4 1.6 0.015
C 1.350004 1.375444 -0.498610 2.9 -0.6 3.2 0.808
C -0.870813 0.401212 0.499678 -0.6 0.6 1.8 0.751
Se 2.144888 -0.367476 -0.367845 1.3 1.5 -1.4 0.172
Se -0.616245 -1.380095 0.276567 -2.8 -2.0 0.0 0.154
H -1.877444 2.225059 0.054496 0.3 2.0 0.3 0.000
H -2.975228 0.979722 0.771000 0.8 0.5 0.0 0.053
H -2.491021 0.922500 -0.858232 0.5 -0.1 0.2 0.010
H 3.434833 -0.518696 1.927986 -2.0 -0.6 -1.3 0.008
H 1.798912 0.189524 1.980136 0.4 -1.8 -0.4 0.001
H 2.016614 -1.623582 1.818553 -1.2 -2.2 0.6 -0.005
H -1.076569 -2.782953 -1.714231 0.7 -0.7 -0.1 0.002
H -2.163027 -1.563155 -1.954476 -1.7 1.2 -0.2 0.002
H -0.359445 -1.148633 -2.036113 -0.8 -0.5 -0.9 0.012
H 1.162976 1.619931 -1.460476 -0.8 0.6 -3.1 0.010
H 1.701949 2.224010 0.133888 -0.3 -1.0 -0.3 0.006
H -0.248451 0.671565 1.404562 -0.9 0.2 -1.2 -0.020
```
Positions in Å, forces in eV/Å.

net charge of number 3 (C5H12S2)?
0